Here is C48H37F5IrN4O3P as an isolated structure from the Open Molecules 2025 dataset. Energies are from wB97M-V/def2-TZVPD.

Structure (XYZ):
```
99
Properties=species:S:1:pos:R:3:forces:R:3:lowdin_charge:R:1
Ir 0.115 -0.049 -0.025 0.1583 0.4905 0.5670 1.25
C 3.202 1.981 1.100 -0.0242 -0.0149 -0.0125 -0.03
C 3.541 0.653 1.720 -0.0913 -0.0114 0.0391 -0.21
C 4.870 0.322 1.945 0.0391 -0.0686 0.0723 -0.05
C 5.198 -0.765 2.742 0.0078 0.0910 -0.0033 -0.10
C 4.189 -1.486 3.352 -0.0574 -0.0586 -0.0352 -0.06
C 2.842 -1.212 3.116 0.0924 0.0295 -0.1041 -0.19
C 1.813 -1.984 3.889 -0.0031 0.0773 0.0240 -0.02
C 2.523 -0.178 2.225 0.0506 -0.0174 0.0017 -0.19
N 1.181 0.192 1.874 -0.0696 -0.5220 -0.4825 -0.01
C 0.546 0.988 2.762 -0.0292 0.1046 -0.1164 -0.49
O 0.767 1.131 3.955 0.0363 -0.1128 -0.0136 0.07
C -0.310 1.999 2.037 -0.0085 -0.1139 -0.3111 -0.18
C -0.767 3.169 2.600 0.0361 -0.0946 0.0466 0.03
C -1.081 4.223 1.752 -0.0783 0.1373 -0.0066 -0.02
C -0.781 4.132 0.404 0.0637 -0.0021 -0.0832 0.03
C -0.320 2.922 -0.092 0.0460 -0.2145 0.3362 -0.16
N -0.248 1.858 0.702 -0.1627 0.3808 0.0383 -0.02
C 0.396 2.775 -1.401 -0.0478 0.1461 0.0311 -0.50
O 0.541 3.793 -2.072 0.1074 0.1156 0.0968 0.04
N 0.906 1.547 -1.625 0.2291 -0.0998 0.0378 0.04
C 1.449 1.398 -2.930 0.0119 -0.0455 0.0555 -0.20
C 2.721 0.825 -3.090 0.0262 -0.0265 -0.0160 -0.20
C 3.534 0.440 -1.894 -0.0528 0.0354 -0.0045 -0.04
C 3.248 0.643 -4.362 0.0063 0.0540 0.0745 -0.06
C 2.549 1.045 -5.487 -0.0427 0.0443 0.0042 -0.09
C 1.296 1.609 -5.328 0.0393 -0.0041 -0.0420 -0.06
C 0.722 1.782 -4.072 -0.0559 0.1048 -0.0468 -0.21
C -0.645 2.409 -4.021 -0.0928 -0.0759 -0.1411 -0.04
H 4.099 2.465 0.712 0.0079 -0.0005 -0.0040 0.08
H 2.783 2.636 1.871 -0.0098 -0.0071 -0.0241 0.10
H 2.472 1.911 0.298 -0.0348 -0.0439 -0.0713 0.04
H 5.648 0.958 1.539 0.0102 -0.0026 -0.0017 0.11
H 6.235 -1.015 2.930 0.0099 0.0120 -0.0033 0.10
H 4.440 -2.294 4.029 -0.0016 0.0127 0.0094 0.11
H 1.131 -1.297 4.389 -0.0657 0.0126 -0.0026 0.08
H 2.307 -2.594 4.646 -0.0232 0.0344 0.0121 0.08
H 1.235 -2.651 3.261 -0.0641 -0.0688 -0.1348 0.06
H -0.801 3.257 3.676 0.0192 -0.0370 -0.0007 0.13
H -1.460 5.151 2.161 0.0039 0.0044 -0.0040 0.11
H -0.829 4.981 -0.263 0.0097 -0.0280 -0.0295 0.13
H 4.302 -0.288 -2.162 -0.0088 0.0021 -0.0002 0.09
H 2.899 0.028 -1.110 -0.0046 0.1020 -0.0202 0.02
H 4.024 1.313 -1.463 0.0340 0.0414 0.0323 0.09
H 4.231 0.194 -4.460 -0.0019 -0.0022 -0.0031 0.11
H 2.973 0.916 -6.475 0.0017 0.0006 -0.0024 0.10
H 0.733 1.924 -6.200 0.0005 0.0020 -0.0012 0.11
H -1.212 2.143 -4.915 -0.0123 -0.0482 -0.0244 0.08
H -0.556 3.496 -3.978 -0.0251 -0.0665 -0.0229 0.09
H -1.221 2.110 -3.146 0.0126 0.0162 -0.0771 0.06
O -2.290 0.534 -1.760 -0.1506 -0.0142 0.2370 0.00
N -1.094 -0.159 -1.750 0.1390 -0.0546 0.0475 -0.16
C -0.852 -0.641 -2.908 0.0537 -0.0656 -0.0424 -0.07
C 0.326 -1.395 -3.347 0.0637 -0.0164 0.0069 -0.20
C 0.510 -1.478 -4.723 -0.0386 -0.0376 -0.0081 -0.02
C 1.602 -2.146 -5.254 -0.0083 -0.0258 0.0130 -0.06
C 2.518 -2.744 -4.408 -0.0149 -0.0126 -0.0079 -0.05
C 2.326 -2.701 -3.032 -0.0271 -0.0068 -0.0063 -0.07
C 1.235 -2.039 -2.492 -0.0532 -0.0024 -0.0185 -0.29
P 0.735 -2.177 -0.750 -0.0639 0.0651 0.0147 1.01
C -0.583 -3.426 -1.060 0.0438 -0.0592 -0.0507 -0.31
C -1.936 -3.188 -0.848 0.0187 0.0182 -0.0256 -0.08
C -2.886 -4.141 -1.195 0.0063 0.0117 -0.0036 -0.06
C -2.497 -5.339 -1.767 0.0071 -0.0034 -0.0045 -0.07
C -1.151 -5.577 -2.012 -0.0076 0.0006 0.0071 -0.07
C -0.206 -4.625 -1.671 0.0110 -0.0083 0.0134 -0.09
C 2.104 -3.089 0.030 -0.0360 0.0536 0.0719 -0.33
C 3.373 -2.510 0.027 0.0207 0.0252 0.0689 -0.10
C 4.458 -3.187 0.561 -0.0146 -0.0025 -0.0272 -0.07
C 4.284 -4.443 1.122 -0.0099 -0.0236 -0.0058 -0.07
C 3.021 -5.016 1.150 0.0305 0.0008 0.0221 -0.06
C 1.936 -4.347 0.605 -0.0519 0.0618 0.0442 -0.09
H -2.436 0.808 -0.842 -0.0082 0.0837 0.0664 0.07
H -1.600 -0.426 -3.666 0.0011 -0.0115 0.0076 0.15
H -0.197 -0.990 -5.382 0.0042 -0.0062 0.0045 0.12
H 1.739 -2.185 -6.326 0.0014 0.0085 -0.0018 0.11
H 3.379 -3.259 -4.813 0.0008 -0.0049 0.0006 0.11
H 3.024 -3.208 -2.380 0.0067 -0.0011 -0.0052 0.11
H -2.270 -2.253 -0.428 0.0053 0.0703 0.0539 0.08
H -3.934 -3.934 -1.017 0.0003 -0.0045 -0.0022 0.11
H -3.238 -6.082 -2.034 0.0004 0.0002 -0.0021 0.11
H -0.835 -6.501 -2.478 -0.0030 -0.0028 0.0029 0.11
H 0.838 -4.818 -1.888 -0.0126 0.0011 0.0079 0.11
H 3.526 -1.523 -0.383 0.0039 -0.1033 0.0449 0.07
H 5.431 -2.715 0.559 -0.0219 -0.0198 -0.0171 0.11
H 5.128 -4.969 1.548 -0.0016 -0.0046 0.0026 0.11
H 2.874 -5.989 1.600 -0.0003 -0.0015 0.0004 0.11
H 0.959 -4.806 0.641 -0.0167 0.0047 0.0066 0.10
F -0.293 -2.835 1.734 0.3573 -0.1505 -0.0085 0.04
C -1.274 -1.959 1.980 -0.1428 0.0777 -0.0646 -0.25
C -1.340 -0.771 1.259 0.0672 -0.1108 0.0877 -0.17
C -2.483 -0.040 1.564 0.0229 0.1281 0.0121 -0.21
F -2.745 1.150 0.948 -0.1361 -0.1373 -0.2360 0.04
C -3.446 -0.408 2.491 -0.0034 0.0141 -0.0117 -0.14
F -4.500 0.378 2.716 0.0051 0.0035 -0.0052 0.13
C -3.306 -1.590 3.182 -0.0160 -0.0102 0.0482 -0.13
F -4.213 -1.970 4.077 -0.0015 -0.0071 -0.0039 0.14
C -2.203 -2.378 2.912 -0.0299 0.0426 0.0299 -0.14
F -2.051 -3.544 3.539 0.0080 -0.0265 0.0036 0.13
```
Forces are in eV/Å.

The spin multiplicity is 1. The calculation puts the relative energy (zero: lowest compared OMol25 entry of this formula, charge and spin) at 23.5 kcal/mol. The maximum force comes out at 0.8 eV/Å. The calculation puts the frontier orbital gap at 7.22 eV. The value obtained for the HOMO energy is -7.808 eV.